(1)
Below is a cluster of 5 separate species, C11H32N3O5 in total at a distorted geometry, with properties calculated with the ωB97M-V functional and the def2-TZVPD basis.

Last column: natural (NBO) charge in e.
CARTESIAN COORDINATES (ANGSTROEM)
N 0.50227 40.88479 -0.00224  -0.954
H 1.28962 40.31751 0.27772  0.450
H 0.25397 41.71451 0.51739  0.442
H -0.30489 40.27960 -0.05075  0.434
H 0.58266 41.12450 -0.98009  0.439
C -4.94776 31.68392 -4.93892  -0.723
C -5.57900 32.79258 -5.71271  0.730
O -4.82634 33.41533 -6.47516  -0.792
O -6.76991 33.13276 -5.46971  -0.799
H -4.01980 31.95774 -4.43692  0.203
H -4.81432 30.81007 -5.57663  0.190
H -5.65944 31.17744 -4.28693  0.190
C -3.81694 36.64024 0.10596  -0.268
O -3.84219 37.79010 -0.79612  -0.881
H -2.83652 36.26039 0.39331  0.104
H -4.22928 36.89346 1.08267  0.096
H -4.47714 35.82403 -0.18736  0.138
C 5.46149 36.52564 -0.28711  -0.632
C 4.75912 36.12446 1.04040  -0.076
C 5.42863 34.97372 1.74541  -0.076
O 4.76869 34.55121 2.87460  -0.541
C 5.23520 34.98709 4.09875  -0.240
N 4.65465 37.28639 1.82527  -0.820
H 5.28697 35.73756 -1.01963  0.216
H 6.53465 36.70383 -0.35547  0.210
H 4.87384 37.36996 -0.64752  0.217
H 3.75826 35.74911 0.82714  0.195
H 6.48108 35.12129 1.98765  0.155
H 5.46545 34.17462 1.00502  0.185
H 4.76104 34.47271 4.93462  0.198
H 5.05396 36.05812 4.18894  0.150
H 6.27531 34.69067 4.23445  0.167
H 4.35953 36.86743 2.69559  0.349
H 5.57463 37.66649 1.99637  0.344
C -3.90201 32.12416 5.58514  -0.614
C -5.41086 32.11123 5.82430  -0.084
C -5.98052 30.75430 5.23408  -0.077
O -7.40480 30.65423 5.40450  -0.556
C -8.04844 31.69725 4.65627  -0.276
N -5.67039 32.02893 7.24168  -0.840
H -3.53244 33.14408 5.69143  0.219
H -3.62061 31.84485 4.56980  0.217
H -3.40888 31.45200 6.28737  0.193
H -5.80554 33.02744 5.38510  0.203
H -5.54507 29.99481 5.88343  0.178
H -5.80984 30.53588 4.17992  0.175
H -8.97376 31.33308 4.20986  0.188
H -7.49394 31.98365 3.76262  0.184
H -8.37643 32.54042 5.26420  0.176
H -5.09211 31.36201 7.73250  0.350
H -6.63459 31.73182 7.28802  0.364

**Lowest unoccupied orbital energy**: -0.3 eV
**Net charge**: -1
**F_max**: 2.81 eV/A
**Frontier orbital gap**: 2.56 eV

=====

(2)
Below is an isolated molecule of C4H8O3, with properties calculated with the ωB97M-V functional and the def2-TZVPD basis.

Last column: natural (NBO) charge in e.
CARTESIAN COORDINATES (ANGSTROEM)
O -2.57154 0.01347 0.01387  -0.714
C -1.71292 -1.09049 -0.06850  -0.248
C -0.34456 -0.87817 -0.63282  0.269
C 1.49704 0.34159 0.67086  -0.104
O 2.43604 -0.48624 0.04553  -0.722
C 0.68917 1.17778 -0.30994  -0.086
O -0.31575 0.40261 -0.99434  -0.565
H -2.23022 0.66602 -0.61486  0.477
H -1.41626 -1.38380 0.96001  0.224
H -2.18793 -1.97125 -0.50952  0.209
H 2.03108 1.03279 1.32547  0.196
H 0.81143 -0.24029 1.31232  0.174
H 1.90665 -1.17036 -0.40210  0.491
H 1.33286 1.68239 -1.02934  0.205
H 0.07490 1.90395 0.23336  0.195

**Lowest unoccupied orbital energy**: 0.2 eV
**F_max**: 0.51 eV/A
**Frontier orbital gap**: 9.19 eV

=====

(3)
Below is a structure of composition C32H28Cl2CoN2P2S, with properties calculated with the ωB97M-V functional and the def2-TZVPD basis.

Last column: Löwdin spin population.
CARTESIAN COORDINATES (ANGSTROEM)
Co -0.80960 1.05116 -0.72292  2.264
N -0.05560 1.47578 0.99357  0.327
P 0.99996 1.27118 -2.23995  0.012
C 2.59778 1.75995 -1.80391  0.005
C 3.53800 2.04752 -2.83203  0.002
C 4.78899 2.51858 -2.50251  0.000
C 5.13231 2.68243 -1.16131  0.002
C 4.21905 2.40960 -0.14128  0.000
C 2.94757 1.98154 -0.44917  0.000
C 1.12362 0.20472 -3.60271  0.002
C 0.00577 0.18731 -4.47499  -0.004
C 0.00923 -0.62008 -5.59086  0.000
C 1.10809 -1.44836 -5.83247  -0.007
C 2.20432 -1.47002 -4.97049  0.000
C 2.22464 -0.64438 -3.86559  -0.003
P -1.47458 0.88583 1.66416  0.271
C -1.08247 -0.79467 2.18432  0.384
C -0.13954 -1.08429 3.17248  0.027
C 0.22581 -2.36652 3.50527  0.342
C -0.38408 -3.55611 2.85424  0.042
C -1.62718 -3.29801 1.99685  0.005
C -1.63506 -1.88828 1.34499  0.048
C -1.98434 1.79624 3.11351  0.049
C -1.20218 2.81139 3.66355  0.013
C -1.63029 3.46154 4.81250  0.003
C -2.83330 3.10184 5.40364  0.011
C -3.61806 2.09663 4.85111  -0.001
C -3.19985 1.44500 3.70353  0.017
H 0.16420 2.45285 1.16878  0.014
H 3.25917 1.95165 -3.87223  0.000
H 5.49746 2.76641 -3.28082  0.000
H 6.12207 3.04062 -0.90773  0.000
H 4.50747 2.54693 0.89187  0.000
H 2.23673 1.76768 0.33670  0.000
H -0.82900 0.85603 -4.29097  0.000
H -0.81960 -0.60134 -6.28575  0.000
H 1.10762 -2.08829 -6.70625  0.000
H 3.03954 -2.12611 -5.17426  0.000
H 3.06882 -0.66515 -3.19049  0.000
H 0.31362 -0.26015 3.71312  -0.005
H 0.98709 -2.53117 4.25731  0.015
H -0.55893 -4.34229 3.58720  0.005
H -2.58648 -3.55368 2.43867  0.000
H -2.64156 -1.64723 0.99071  0.008
H -0.25677 3.09597 3.21765  0.001
H -1.02630 4.24598 5.24760  0.000
H -3.16425 3.60902 6.30005  0.000
H -4.55952 1.82954 5.31147  0.000
H -3.82259 0.67067 3.26861  0.003
Cl -2.92689 1.38618 -2.07020  0.017
C -3.04030 3.18467 -1.86817  0.002
Cl -1.67616 3.74978 -0.89959  0.021
H -3.96651 3.39538 -1.34802  0.000
H -2.99851 3.63506 -2.85182  0.000
S -1.97179 -3.57241 -1.75722  0.007
C -1.74771 -1.80000 -1.99467  0.002
N -1.15599 -1.18221 -1.06170  0.014
C -0.77820 -2.09006 0.01261  0.026
C 0.72785 -2.17353 0.20839  0.001
C 1.22262 -3.19140 0.90142  0.011
C 0.32748 -4.17784 1.57305  0.028
C -1.08638 -4.29242 0.87584  0.000
C -1.21122 -3.45755 -0.30501  0.015
H -2.13014 -1.34471 -2.90211  0.000
H 1.33570 -1.40279 -0.24711  -0.001
H 2.28949 -3.26804 1.07410  0.000
H 0.80143 -5.14141 1.73346  0.000
H -1.50256 -5.29215 0.83201  0.000

**Multiplicity**: 5
**Lowest unoccupied orbital energy (spin up / spin down)**: -10.7 / -10.7 eV
**Net charge**: +3
**F_max**: 0.47 eV/A
**Frontier orbital gap (spin up / spin down)**: 4.66 / 5.12 eV
**Expectation value of S²**: 6.08

=====

(4)
Below is a cluster of 14 separate species, C36H80O38S7 in total at a distorted geometry, with properties calculated with the ωB97M-V functional and the def2-TZVPD basis.

Last column: Löwdin charge in e.
CARTESIAN COORDINATES (ANGSTROEM)
O 0.03810 7.15556 4.23470  -0.284
S 1.21548 6.33840 4.48221  0.659
O 1.80821 6.24221 5.80639  -0.304
O 0.93863 4.79724 3.99922  -0.293
C 0.19958 4.59998 2.76263  -0.235
C 1.04679 3.60818 1.98142  -0.052
C 2.53012 6.76949 3.26555  -0.093
H 0.03759 5.46168 2.11127  0.112
H -0.75981 4.23213 3.11960  0.118
H 0.88400 2.66232 2.50256  0.085
H 2.08501 3.92209 1.88854  0.085
H 0.75942 3.44849 0.94851  0.023
H 3.16039 7.59511 3.58496  0.068
H 1.88323 7.04844 2.43559  0.059
H 3.17664 5.91694 3.08257  0.062
O 5.81370 -2.26618 -0.31778  -0.311
S 5.38826 -0.94250 0.13028  0.637
O 4.10656 -0.75373 0.76688  -0.290
O 6.57619 -0.37322 1.07273  -0.269
C 7.35513 -1.27899 1.87132  -0.247
C 6.60253 -2.21751 2.81918  -0.063
C 5.61729 0.18891 -1.28025  -0.095
H 7.95065 -0.59235 2.47129  0.123
H 7.96791 -1.84991 1.17321  0.119
H 5.83755 -1.72705 3.41462  0.080
H 7.38449 -2.71432 3.39364  0.086
H 6.15689 -3.01196 2.21821  0.048
H 5.09904 -0.16475 -2.16616  0.050
H 6.68914 0.19306 -1.45984  0.075
H 5.24599 1.16519 -0.98033  0.072
O 2.33818 -2.54323 -6.86172  -0.290
S 2.10971 -2.19522 -5.47045  0.639
O 0.77250 -1.84859 -5.05185  -0.309
O 2.61137 -3.47555 -4.59518  -0.243
C 2.08917 -3.51337 -3.25598  -0.270
C 3.15945 -4.09161 -2.33431  -0.038
C 3.31428 -0.90438 -4.96450  -0.079
H 1.14445 -4.05073 -3.17198  0.112
H 1.85915 -2.51282 -2.87475  0.097
H 2.96345 -3.80058 -1.30444  0.050
H 4.10788 -3.67408 -2.67210  0.084
H 3.17050 -5.17663 -2.42934  0.087
H 3.08080 -0.65944 -3.92894  0.037
H 3.28467 -0.13489 -5.72532  0.068
H 4.26441 -1.43328 -4.89734  0.075
O 0.76126 2.11261 -0.99719  -0.292
S 1.08954 0.82537 -1.54839  0.664
O 2.45310 0.42602 -1.78889  -0.272
O 0.28045 -0.25752 -0.59159  -0.257
C 1.06849 -1.09989 0.26100  -0.242
C -0.03212 -1.87600 1.03949  -0.023
C 0.12916 0.59821 -3.07397  -0.086
H 1.61395 -0.51530 1.00201  0.102
H 1.76224 -1.73024 -0.29499  0.097
H 0.44222 -2.35419 1.89538  0.072
H -0.70424 -2.42885 0.39568  0.055
H -0.58200 -1.04335 1.48485  0.063
H -0.88745 0.98101 -3.03199  0.054
H 0.08142 -0.47705 -3.24242  0.052
H 0.76914 1.06857 -3.81966  0.045
O -3.70517 -1.26860 0.78023  -0.267
S -4.38069 -2.17775 1.65757  0.616
O -5.04094 -1.67890 2.84437  -0.282
O -5.49833 -3.09402 0.91011  -0.258
C -6.18894 -4.04476 1.71910  -0.284
C -7.55766 -4.33356 1.08522  -0.052
C -3.19794 -3.43236 2.12845  -0.090
H -6.32203 -3.80232 2.77673  0.118
H -5.64898 -4.98331 1.87495  0.116
H -8.44155 -4.37689 1.71614  0.078
H -7.46716 -5.21286 0.44798  0.075
H -7.80982 -3.53851 0.37753  0.078
H -2.77957 -3.94680 1.26267  0.070
H -3.67355 -4.18604 2.75039  0.072
H -2.38858 -2.91849 2.64432  0.077
O 0.01982 2.18915 6.01145  -0.280
S 1.28927 1.91868 6.63156  0.601
O 1.22758 1.41547 7.97436  -0.278
O 2.10708 0.86881 5.72088  -0.260
C 1.54020 -0.41963 5.52360  -0.298
C 2.29282 -1.22632 4.51432  -0.063
C 2.50443 3.20204 6.42984  -0.111
H 0.45997 -0.41183 5.33499  0.120
H 1.46719 -1.01812 6.44197  0.123
H 2.22067 -0.81383 3.50625  0.071
H 2.00830 -2.27435 4.58031  0.077
H 3.36289 -1.22484 4.74637  0.080
H 2.67924 3.31622 5.36497  0.064
H 3.36132 2.95660 7.04852  0.079
H 2.04853 4.12617 6.78388  0.054
O -4.90932 3.17727 4.19043  -0.270
S -5.43264 3.14734 2.85705  0.609
O -6.23140 4.20164 2.30248  -0.278
O -4.20780 2.86083 1.82177  -0.250
C -3.18000 1.97314 2.29075  -0.257
C -2.30098 1.53666 1.09379  -0.034
C -6.44005 1.64647 2.72778  -0.099
H -3.51140 1.02718 2.72920  0.108
H -2.55087 2.47952 3.02024  0.110
H -2.94179 1.01877 0.38589  0.052
H -1.45573 0.95295 1.43641  0.070
H -2.03943 2.51850 0.68920  0.085
H -7.02555 1.79547 1.82473  0.053
H -7.11108 1.71507 3.57923  0.076
H -5.72958 0.82485 2.71269  0.037
O 0.22438 5.07379 -0.86305  -0.057
H 0.37281 4.12062 -0.78590  -0.024
H -0.73087 5.17745 -0.78286  0.051
O 0.91571 1.61585 -6.18879  -0.043
H 0.74950 1.02169 -6.93125  0.057
H 0.95386 2.49196 -6.58904  0.055
C -3.39157 -3.57414 -1.95841  -0.100
C -2.39727 -2.68001 -2.74651  -0.046
O -1.18391 -2.98439 -2.01732  0.057
C -1.27699 -4.12715 -1.38711  -0.616
O -0.35251 -4.72043 -0.89298  0.138
O -2.56423 -4.54950 -1.35754  0.057
H -4.18437 -4.05766 -2.52714  0.139
H -3.89625 -2.99491 -1.17998  0.095
H -2.70573 -1.64162 -2.70569  0.108
H -2.28495 -3.00383 -3.77925  0.137
C -2.81592 0.93815 -6.67064  -0.087
C -2.01776 0.82495 -5.37136  -0.133
O -2.81644 -0.01693 -4.55288  0.030
C -3.83303 -0.52633 -5.27829  -0.567
O -4.56030 -1.38938 -4.87202  0.144
O -3.85534 -0.03026 -6.51727  0.083
H -2.19318 0.71188 -7.53626  0.130
H -3.30368 1.90346 -6.80512  0.133
H -1.99551 1.84144 -4.97819  0.124
H -1.03999 0.36204 -5.45719  0.095
C 3.24935 -4.03287 1.72230  -0.115
C 3.09173 -5.40659 1.06891  -0.094
O 2.21574 -6.08801 1.98729  0.060
C 1.62866 -5.14292 2.79728  -0.567
O 0.85501 -5.44547 3.64495  0.162
O 2.12227 -3.92619 2.57038  0.040
H 3.14760 -3.28288 0.93594  0.098
H 4.20329 -3.85294 2.21381  0.114
H 4.09036 -5.77229 0.84367  0.138
H 2.46143 -5.32333 0.18253  0.109
C -5.36273 0.35664 -1.72804  -0.119
C -5.75046 1.57722 -0.93030  -0.085
O -4.73848 2.51889 -1.32855  0.089
C -3.82470 1.90975 -2.06811  -0.592
O -2.89652 2.49214 -2.57054  0.139
O -4.00804 0.58556 -2.06363  0.057
H -6.03042 0.23565 -2.58536  0.137
H -5.48066 -0.54645 -1.13025  0.119
H -5.70160 1.36246 0.13630  0.098
H -6.74802 1.94963 -1.15178  0.141
C 2.87053 4.47452 -2.70590  -0.074
C 2.00383 4.00094 -3.96796  -0.074
O 2.82006 2.96091 -4.45686  0.032
C 3.95536 2.76257 -3.79710  -0.581
O 4.78268 1.90825 -3.94892  0.142
O 4.01435 3.64425 -2.79604  0.058
H 2.35866 4.21520 -1.78086  0.096
H 3.13323 5.52692 -2.74163  0.129
H 1.93327 4.89493 -4.58675  0.127
H 1.05712 3.50415 -3.76728  0.119

**Lowest unoccupied orbital energy**: -0.2 eV
**F_max**: 2.85 eV/A
**Frontier orbital gap**: 10.20 eV

=====

(5)
Below is a structure of composition C20H33BrI2N3O2P at a distorted geometry, with properties calculated with the ωB97M-V functional and the def2-TZVPD basis.

Last column: Löwdin spin population.
CARTESIAN COORDINATES (ANGSTROEM)
C 2.30570 -6.21409 -3.52701  0.000
C 0.70244 -5.88567 -3.62862  0.000
C 0.32314 -4.84737 -4.87605  0.000
Br -1.29573 -5.61723 -5.79588  0.000
C -0.04750 -3.35774 -4.24640  0.000
C -1.31832 -3.26497 -3.26956  0.000
C -1.46026 -1.73744 -2.73373  0.000
C -2.63600 -1.23833 -1.70178  0.000
I -2.38292 -1.12263 0.50533  0.000
C -3.95271 -0.85395 -2.32265  0.000
C -4.31057 -0.92888 -3.92059  0.000
I -5.55979 -0.12942 -0.98667  0.000
C -0.35859 -0.73469 -3.28353  0.000
P -0.48996 1.08473 -2.59047  0.000
C 0.63698 2.22784 -3.69463  0.000
O -2.09046 1.72917 -2.82559  0.000
N 0.74030 -0.91817 -4.21671  0.000
N 0.78504 -2.20988 -4.60374  0.000
H 2.91492 -5.19998 -3.62480  0.000
H 2.52869 -6.77097 -2.49757  0.000
H 2.59543 -6.95033 -4.41253  0.000
H 0.08779 -6.88234 -3.77701  0.000
H 0.39512 -5.40755 -2.58040  0.000
H 1.26009 -4.72266 -5.56641  0.000
H -2.00526 -4.15393 -2.95903  0.000
H -3.61366 -0.30097 -4.61973  0.000
H -4.30822 -2.03875 -4.35784  0.000
H -5.41494 -0.53365 -4.10774  0.000
H -0.06584 2.71844 -4.52392  0.000
H 1.18727 3.05639 -3.04843  0.000
H 1.45480 1.63041 -4.28120  0.000
H -2.54911 1.31312 -3.61319  0.000
H 1.57615 -2.41098 -5.29080  0.000
C 0.55142 4.25629 2.85429  0.000
C 0.81215 2.72977 2.74590  0.022
C -0.50531 1.93583 2.95586  0.012
C -0.95456 1.88458 4.40769  0.001
C 0.15839 1.32699 5.28923  0.012
C 1.49126 2.11049 5.14086  0.021
N 1.89644 2.31946 3.70498  0.306
O 2.42146 1.10073 3.23827  0.619
C 1.35896 3.47023 5.87831  0.001
C 2.59100 1.36809 5.97382  -0.001
C 1.21931 2.56375 1.24048  -0.001
H -0.38384 4.52796 2.34825  0.000
H 0.46091 4.63700 3.86537  0.000
H 1.35721 4.83073 2.38036  0.001
H -0.38039 0.90553 2.59496  0.003
H -1.31123 2.36793 2.34737  0.001
H -1.25271 2.87506 4.75279  0.000
H -1.84093 1.24006 4.49119  0.001
H -0.17537 1.34195 6.33441  0.001
H 0.31568 0.27050 5.02960  0.002
H 2.17387 4.15468 5.60570  0.001
H 1.39776 3.34924 6.96445  0.000
H 0.40419 3.97450 5.69349  0.000
H 2.72419 0.32525 5.66531  -0.001
H 2.32664 1.33628 7.03799  0.000
H 3.56197 1.87885 5.88847  0.000
H 2.17149 3.06702 1.02860  0.000
H 0.46187 3.00882 0.58292  0.000
H 1.31415 1.51483 0.93799  -0.001

**Multiplicity**: 2
**Lowest unoccupied orbital energy (spin up / spin down)**: -5.2 / -5.2 eV
**Net charge**: +1
**F_max**: 6.18 eV/A
**Frontier orbital gap (spin up / spin down)**: 5.37 / 5.94 eV
**Expectation value of S²**: 0.75